Record 1
Molecular formula: C4H10OS
Method: DFT, ωB97M-V with the def2-TZVPD basis set

Geometry as XYZ:
```
16
Properties=species:S:1:pos:R:3
C 1.53931 3.52985 -0.74581
S 0.10676 2.92085 0.20460
C 0.96715 2.09001 1.50948
H 1.31964 4.45607 -1.27345
H 1.69972 2.82090 -1.56140
H 2.36000 3.50923 -0.01414
H 0.89977 2.73742 2.39815
H 0.27807 1.23346 1.68479
H 1.99490 1.78457 1.37462
O -2.72470 -2.80015 0.75538
C -2.13537 -2.91661 -0.27753
C -1.29932 -4.12703 -0.72575
H -1.74612 -2.09398 -0.90418
H -1.50580 -4.97702 -0.07476
H -0.26269 -3.77385 -0.59275
H -1.49132 -4.39370 -1.75723
```

Calculated values
LUMO energy ... 0.8 eV
Relative energy (zero: lowest compared OMol25 entry of this formula, charge and spin) ... 1.266 eV
Gap between HOMO and LUMO ... 9.1 eV
SMILES string ... CC=O.CSC
Highest occupied orbital energy ... -8.32 eV

Mulliken atomic charges, in units of e: -0.71 -0.09 -0.79 0.30 0.24 0.22 0.26 0.24 0.33 -0.45 0.21 -0.84 0.26 0.27 0.25 0.31

Record 2
Molecular formula: C7H17N
Method: DFT, ωB97M-V with the def2-TZVPD basis set

Geometry as XYZ:
```
25
Properties=species:S:1:pos:R:3
C 1.06740 -1.23740 -2.19674
C 2.55353 -1.45924 -1.94895
C 0.19992 -1.29920 -0.93189
N 0.40430 -0.07031 -0.15507
C -2.60002 1.87764 0.95815
C -1.10615 1.69252 0.65822
C -0.58319 0.22514 0.89853
C 0.09120 0.20760 2.30932
H 0.89419 -0.27135 -2.66774
H 0.70848 -2.00737 -2.89358
H 2.84150 -2.50149 -1.87480
H 3.16327 -0.80550 -2.57559
H 2.83925 -0.95503 -1.01206
H 0.48951 -2.21369 -0.41191
H -0.85250 -1.27967 -1.22415
H 1.27235 -0.16619 0.34878
H -2.99901 2.76506 0.46024
H -2.84088 2.10877 1.99812
H -3.11439 1.01559 0.52952
H -0.92859 1.91132 -0.39499
H -0.54472 2.42488 1.22999
H -1.49833 -0.35740 0.95111
H 0.54189 1.15041 2.58562
H 0.71394 -0.68809 2.35517
H -0.71298 -0.06698 3.00470
```

Calculated values
LUMO energy ... 1.1 eV
Relative energy (zero: lowest compared OMol25 entry of this formula, charge and spin) ... 1.252 eV
Gap between HOMO and LUMO ... 9.8 eV
SMILES string ... CCCN[C@@H](C)CC
Highest occupied orbital energy ... -8.68 eV

Mulliken atomic charges, in units of e: -0.51 -1.09 -0.57 -0.29 -1.21 -0.58 0.27 -1.62 0.29 0.36 0.31 0.33 0.26 0.25 0.40 0.24 0.35 0.28 0.37 0.37 0.24 0.32 0.35 0.49 0.40

Record 3
Molecular formula: C6H7FO
Method: DFT, ωB97M-V with the def2-TZVPD basis set

Geometry as XYZ:
```
15
Properties=species:S:1:pos:R:3
C 0.17109 0.55231 -0.42048
C -0.68337 -0.62497 -0.55761
C -0.35392 -0.79335 0.87329
C -0.46736 0.85206 0.89473
C 1.15517 -0.90826 0.78702
C 1.47261 0.00187 -0.08306
H -0.48395 0.92158 -2.67318
H -1.68472 -0.31029 -0.81704
H -0.56145 -1.51930 -1.29848
H -1.00449 -1.47353 1.38031
H -1.57692 1.14001 0.71152
H -0.05601 1.56726 1.57477
H 2.22014 0.43911 -0.61219
O -0.03893 1.52285 -1.49464
F 1.89212 -1.36734 1.73504
```

Calculated values
LUMO energy ... 0.0 eV
Relative energy (zero: lowest compared OMol25 entry of this formula, charge and spin) ... 5.768 eV
Gap between HOMO and LUMO ... 8.9 eV
Highest occupied orbital energy ... -8.91 eV

Mulliken atomic charges, in units of e: 0.84 -0.89 -0.41 -0.62 0.28 -0.83 0.36 0.40 0.25 0.49 0.26 0.34 0.55 -0.71 -0.31

- Among the records above, which one has the lowest gap between HOMO and LUMO?
  C6H7FO

Please write out number 1 again, unchanged.
Molecular formula: C4H10OS
Method: DFT, ωB97M-V with the def2-TZVPD basis set

Geometry as XYZ:
```
16
Properties=species:S:1:pos:R:3
C 1.53931 3.52985 -0.74581
S 0.10676 2.92085 0.20460
C 0.96715 2.09001 1.50948
H 1.31964 4.45607 -1.27345
H 1.69972 2.82090 -1.56140
H 2.36000 3.50923 -0.01414
H 0.89977 2.73742 2.39815
H 0.27807 1.23346 1.68479
H 1.99490 1.78457 1.37462
O -2.72470 -2.80015 0.75538
C -2.13537 -2.91661 -0.27753
C -1.29932 -4.12703 -0.72575
H -1.74612 -2.09398 -0.90418
H -1.50580 -4.97702 -0.07476
H -0.26269 -3.77385 -0.59275
H -1.49132 -4.39370 -1.75723
```

Calculated values
LUMO energy ... 0.8 eV
Relative energy (zero: lowest compared OMol25 entry of this formula, charge and spin) ... 1.266 eV
Gap between HOMO and LUMO ... 9.1 eV
SMILES string ... CC=O.CSC
Highest occupied orbital energy ... -8.32 eV

Mulliken atomic charges, in units of e: -0.71 -0.09 -0.79 0.30 0.24 0.22 0.26 0.24 0.33 -0.45 0.21 -0.84 0.26 0.27 0.25 0.31